Below is a structure of composition C30H31AsBr2N3RhS at a distorted geometry, with properties calculated with ωB97M-V/def2-TZVPD.

Each line ends with the Mulliken spin population.
Positions of all 69 atoms, in Å:
Rh1 1.384 0.965 -0.139  3.05
Br1 3.219 6.086 -4.336  0.00
Br2 -3.224 1.064 -4.747  0.00
As1 -0.487 2.055 1.157  0.25
S1 1.988 -2.602 2.905  0.02
N1 0.548 0.742 -2.045  0.06
N2 0.991 -1.091 1.035  0.05
N3 1.740 2.996 -1.159  0.06
C1 -0.178 -4.272 2.342  0.00
C2 1.983 -1.169 1.887  0.00
C3 2.603 4.851 -3.033  0.01
C4 3.169 0.760 0.942  0.50
C5 -1.032 -2.398 0.420  0.00
C6 3.059 -0.228 1.953  -0.20
C7 0.051 3.088 2.726  0.02
C8 -1.526 3.380 0.164  0.02
C9 -1.911 0.917 1.873  0.03
C10 -2.859 -5.302 -0.802  0.00
C11 -1.239 -0.312 -3.210  -0.01
C12 -0.154 -0.353 -2.367  0.02
C13 -1.611 0.922 -3.761  0.02
C14 2.636 3.931 -0.833  0.00
C15 -3.324 -2.910 -1.271  0.00
C16 -4.197 -3.950 0.824  0.00
C17 4.334 1.510 0.875  -0.08
C18 1.641 3.909 -3.371  0.01
C19 0.141 -2.161 1.135  0.00
C20 1.233 2.988 -2.411  0.03
C21 0.552 -3.110 2.112  0.01
C22 -0.795 2.027 -3.555  0.00
C23 -1.755 -3.571 0.620  0.00
C24 -1.307 -4.494 1.597  0.00
C25 0.295 1.904 -2.698  0.01
C26 -3.005 -3.909 -0.157  0.00
C27 3.104 4.871 -1.728  0.00
C28 5.324 1.364 1.841  0.01
C29 4.047 -0.337 2.945  -0.01
C30 5.165 0.461 2.888  0.06
H1 -1.501 0.173 2.554  0.00
H2 2.967 3.943 0.200  0.00
H3 -2.015 2.922 -0.695  0.00
H4 -4.358 -2.971 1.268  0.00
H5 3.833 5.604 -1.425  0.00
H6 -1.866 -5.399 1.776  0.00
H7 -2.418 0.398 1.058  0.00
H8 0.608 2.459 3.421  0.00
H9 -1.989 -5.328 -1.454  0.00
H10 0.148 -4.978 3.090  0.00
H11 3.922 -1.055 3.744  0.00
H12 -5.091 -4.239 0.278  0.00
H13 -4.194 -3.265 -1.816  0.00
H14 -2.642 1.528 2.408  0.01
H15 -0.828 3.492 3.235  0.01
H16 -3.744 -5.510 -1.397  0.00
H17 -0.878 4.181 -0.191  0.00
H18 6.226 1.956 1.770  0.00
H19 5.930 0.369 3.641  0.00
H20 -2.762 -6.097 -0.070  0.00
H21 -2.496 -2.839 -1.972  0.00
H22 0.187 -1.283 -1.926  0.00
H23 -2.292 3.806 0.814  0.01
H24 1.250 3.873 -4.376  0.00
H25 -1.802 -1.196 -3.454  0.00
H26 -1.024 2.972 -4.024  0.00
H27 -4.045 -4.669 1.623  0.00
H28 -3.561 -1.922 -0.882  0.00
H29 0.692 3.912 2.415  0.00
H30 -1.369 -1.663 -0.291  0.01
H31 4.510 2.203 0.061  0.02

The calculation puts the lowest unoccupied orbital energy (alpha / beta) at -6.3 / -8.3 eV. The value obtained for the energy above the lowest of the compared OMol25 structures with the same formula, charge and spin is 0.0 kcal/mol. The expectation value of S² is 6.014. The multiplicity is 5. As for the charge: +2. For the orbital gap (alpha / beta), the calculation gives 7.133 / 5.049 eV.